#one
Density functional theory data (ωB97M-V/def2-TZVPD) for a cluster of 4 separate species, C5H15NO2 in total.

Structure (XYZ):
```
23
Properties=species:S:1:pos:R:3
C 0.2181 0.1421 0.7342
N 0.3184 -1.8635 -0.6516
C 0.4779 -0.4589 -0.6458
C -0.3604 2.8105 -1.0088
C -1.5590 2.3383 -1.4417
C -1.8158 1.2328 -2.2103
H -0.8599 0.0681 0.9187
H 0.4177 1.2112 0.8227
H 0.6303 -0.3438 1.6189
H 0.8510 -2.3223 -1.3757
H 1.3675 -0.0613 -1.1344
H -0.4296 -0.0827 -1.2195
H 0.5614 2.4927 -1.4956
H -0.2909 3.6632 -0.3484
H -2.4129 2.8554 -1.0375
H -2.8361 1.0202 -2.4948
H -1.0509 0.6500 -2.6940
H 0.0529 -3.3898 2.0347
H 0.4070 -2.2892 0.3356
O 0.7929 -2.8912 1.6792
H 1.3123 -1.9463 2.6717
H 2.5589 -1.5571 3.5362
O 1.6491 -1.2783 3.4062
```

The multiplicity is 1. The value obtained for the LUMO energy is -3.9 eV. The calculation puts the HOMO energy at -7.6 eV.

#two
Density functional theory data (ωB97M-V/def2-TZVPD) for a cluster of 2 separate species, C5H15NO2 in total.

Structure (XYZ):
```
23
Properties=species:S:1:pos:R:3
C -0.3917 -2.4883 -0.7955
N 0.8026 -1.4780 -1.1085
C 0.4766 -0.1224 -1.5623
C -0.4668 0.8373 -0.7924
C 0.4711 1.6749 0.1060
C 0.8088 0.7354 1.3697
O 2.1746 0.6738 1.3115
H -1.3208 -1.9325 -0.6866
H -0.6394 -2.9388 -1.8326
H -0.2855 -3.3607 -0.1144
H 1.5593 -1.4411 -0.4699
H -0.1329 -0.1555 -2.4999
H 1.5584 0.1457 -1.7164
H -1.4401 0.1834 -0.4513
H -0.9756 1.6227 -1.5029
H 1.3021 2.1331 -0.3288
H -0.1219 2.4990 0.5070
H 0.3569 -0.2656 1.2514
H 0.3693 0.9569 2.3806
H 2.4854 0.4664 2.3056
O -2.2227 0.8935 1.9231
H -2.9673 0.5543 1.2852
H -1.4004 0.8065 1.4214
```

The multiplicity is 1. The value obtained for the LUMO energy is 0.6 eV. The calculation puts the HOMO energy at -8.4 eV. As for the SMILES: CNCCCCO.O.

Preferred: #two; penalty for the next structure: 68.5 kcal/mol.

#one
Density functional theory data (ωB97M-V/def2-TZVPD) for an isolated molecule of C5H14N2.

Structure (XYZ):
```
21
Properties=species:S:1:pos:R:3
C 1.2160 1.7249 0.3040
C 1.2008 0.1975 0.3649
C 2.1098 -0.2627 1.5034
N -0.1391 -0.3522 0.4663
C -0.7020 -1.0922 -0.7030
C -2.1896 -0.8438 -0.7205
N -2.4679 0.4747 -1.3188
H 2.1758 2.2113 0.4516
H 0.4909 2.0994 1.0395
H 0.7948 2.0739 -0.6450
H 1.6905 -0.0767 -0.5831
H 2.1935 -1.3544 1.5561
H 1.8317 0.0948 2.4986
H 3.1296 0.1025 1.3665
H -0.0839 -1.0059 1.2314
H -0.2797 -2.0902 -0.6541
H -0.2918 -0.5887 -1.5859
H -2.7384 -1.6745 -1.1884
H -2.5659 -0.7628 0.3028
H -3.4525 0.5669 -1.5188
H -1.9225 0.5583 -2.1672
```

The multiplicity is 1. The value obtained for the LUMO energy is 1.1 eV. The calculation puts the HOMO energy at -8.6 eV. As for the SMILES: CC(C)NCCN.

#two
Density functional theory data (ωB97M-V/def2-TZVPD) for an isolated molecule of C5H14N2.

Structure (XYZ):
```
21
Properties=species:S:1:pos:R:3
C 1.0527 -1.2243 1.3964
C 0.9939 -0.9470 -0.1002
N 2.3222 -0.9222 -0.6335
C 0.3977 0.4569 -0.1623
N -1.0828 0.3465 -0.1786
C -1.6416 0.3103 -1.4990
C -1.6370 1.5286 0.5557
H 0.0509 -1.2809 1.7200
H 1.5318 -2.2905 1.6424
H 1.5545 -0.5382 2.1366
H 0.3321 -1.7412 -0.5738
H 2.9575 -0.4614 0.0721
H 2.6611 -1.8379 -1.0915
H 0.7086 1.0845 0.7717
H 0.6661 0.9436 -1.1646
H -1.1627 -0.3564 -2.0838
H -1.5920 1.3257 -2.0712
H -2.6453 0.0783 -1.4982
H -1.2682 1.5672 1.6029
H -1.6372 2.5572 0.2760
H -2.5626 1.4012 0.8833
```

The multiplicity is 1. The value obtained for the LUMO energy is 1.1 eV. The calculation puts the HOMO energy at -8.5 eV. As for the SMILES: C[C@H](N)CN(C)C.

#three
Density functional theory data (ωB97M-V/def2-TZVPD) for a cluster of 2 separate species, C5H14N2 in total.

Structure (XYZ):
```
21
Properties=species:S:1:pos:R:3
C -0.4716 0.0676 1.9760
C -0.7004 0.5187 0.7331
C -1.8665 1.4419 0.4707
N 0.1411 0.1810 -0.3369
C 1.4693 0.8212 -0.3859
C -0.4272 -0.0279 -1.6760
H -1.1151 0.3316 2.8081
H 0.3607 -0.5951 2.1892
H -2.4540 1.6308 1.3758
H -1.4994 2.4092 0.1098
H -2.5457 1.0244 -0.2782
H 1.9609 0.7929 0.5921
H 2.1205 0.3021 -1.0972
H 1.3744 1.8667 -0.6996
H 0.2854 -0.5626 -2.3132
H -0.6767 0.9256 -2.1527
H -1.3307 -0.6454 -1.6178
N 1.6024 -2.6346 0.2476
H 0.8732 -3.2761 0.5564
H 1.7662 -2.8544 -0.7327
H 1.1332 -1.7178 0.2313
```

The multiplicity is 1. The value obtained for the LUMO energy is 0.9 eV. The calculation puts the HOMO energy at -8.2 eV. As for the SMILES: C=C(C)N(C)C.N.

Preferred: #one; penalty for the next structure: 5.7 kcal/mol.

#one
Density functional theory data (ωB97M-V/def2-TZVPD) for an isolated molecule of C5H14N2.

Structure (XYZ):
```
21
Properties=species:S:1:pos:R:3
C 0.3386 2.3224 -0.1791
C 0.6788 0.9753 0.6177
C 0.4200 -0.2306 -0.2984
C 0.4178 -1.4297 0.5380
N 1.8310 -1.8722 0.7341
N -0.7796 0.0800 -1.1157
C -2.1441 -0.1757 -0.6493
H -0.0911 3.1071 0.4778
H 1.2202 2.7124 -0.8586
H -0.4135 2.0234 -0.9415
H -0.0061 0.9031 1.5317
H 1.6753 1.0456 1.1426
H 1.2569 -0.1402 -1.0219
H -0.1145 -2.2016 0.0197
H -0.0294 -1.2089 1.4761
H 2.1792 -2.7157 0.2517
H 1.8025 -2.2143 1.6805
H -0.6138 -0.2363 -2.0584
H -2.1365 -0.4298 0.4444
H -2.8253 0.7582 -0.6805
H -2.6664 -1.0726 -1.1110
```

The multiplicity is 1. The value obtained for the LUMO energy is 1.0 eV. The calculation puts the HOMO energy at -8.4 eV. As for the SMILES: CC[C@@H](CN)NC.

#two
Density functional theory data (ωB97M-V/def2-TZVPD) for an isolated molecule of C5H14N2.

Structure (XYZ):
```
21
Properties=species:S:1:pos:R:3
C 0.1183 2.2243 -0.6225
C 1.2629 1.3641 -1.2468
C 0.8504 -0.0284 -1.7331
C 0.5045 -1.0365 -0.6392
N -0.6926 -0.7781 0.1481
C -0.6374 -0.4873 1.5801
N -1.3475 -1.4417 2.4035
H 0.1819 2.0473 0.4457
H -0.8836 2.0453 -0.9982
H 0.3795 3.2483 -0.8681
H 2.0626 1.2573 -0.5027
H 1.7607 1.9556 -2.0201
H 0.0226 0.1345 -2.4337
H 1.6578 -0.4792 -2.3169
H 1.3756 -1.1022 0.0256
H 0.3877 -2.0151 -1.1240
H -1.2711 -0.1333 -0.3595
H 0.3986 -0.4127 1.9084
H -1.0864 0.5065 1.6912
H -0.7964 -2.2784 2.4192
H -2.2848 -1.6789 2.0814
```

The multiplicity is 1. The value obtained for the LUMO energy is 1.1 eV. The calculation puts the HOMO energy at -8.5 eV. As for the SMILES: CCCCNCN.

Preferred: #two; penalty for the next structure: 26.4 kcal/mol.

#one
Density functional theory data (ωB97M-V/def2-TZVPD) for a cluster of 2 separate species, C5H14N2 in total.

Structure (XYZ):
```
21
Properties=species:S:1:pos:R:3
C -0.9819 -2.5891 -0.7033
C -0.8332 -1.1752 -0.2419
N -0.5269 -0.8746 1.0204
N -1.3974 1.1556 -0.8228
C -0.6880 -0.0743 -1.1456
H 0.2042 -0.0746 1.0090
H -0.3201 -1.6451 1.6435
H -0.8817 1.9686 -1.1387
H -2.3371 1.1769 -1.2007
H -0.7143 -0.3652 -2.1981
H -0.5022 -3.2960 -0.0224
H -2.0400 -2.8577 -0.7761
H -0.5486 -2.7154 -1.6978
C 1.3402 1.9181 1.4419
C 1.6127 0.9300 0.3097
H 2.1842 2.5933 1.6327
H 1.1230 1.4096 2.3867
H 0.4676 2.5384 1.2204
H 2.3989 0.2140 0.5632
H 1.9555 1.4664 -0.5785
H 0.4852 0.2964 -0.7014
```

The multiplicity is 1. The value obtained for the LUMO energy (alpha / beta) is 0.8 / 0.8 eV. The calculation puts the HOMO energy (alpha / beta) at -6.8 / -6.8 eV.

#two
Density functional theory data (ωB97M-V/def2-TZVPD) for a cluster of 2 separate species, C5H14N2 in total.

Structure (XYZ):
```
21
Properties=species:S:1:pos:R:3
N 2.1765 -0.4738 0.8522
C 2.2946 -0.5596 -0.5520
C 2.0309 0.3850 -1.4379
N 2.0740 0.0963 -2.8501
H 2.8080 -1.0357 1.3865
H 1.2245 -0.5995 1.1526
H 2.5943 -1.5361 -0.9370
H 1.7850 1.4126 -1.1783
H 2.9062 0.5195 -3.2692
H 1.2943 0.5616 -3.3002
C -1.6180 -0.8506 0.0996
C -1.3998 0.4358 0.8986
C -2.6239 0.8559 1.7073
H -2.0132 -1.5881 0.8086
H -0.6942 -1.2708 -0.2941
H -2.3522 -0.7615 -0.6989
H -1.0956 1.2574 0.2456
H -0.5694 0.2818 1.5896
H -2.4373 1.7577 2.2889
H -3.4934 1.0479 1.0773
H -2.8915 0.0641 2.4109
```

The multiplicity is 1. The value obtained for the LUMO energy is 1.1 eV. The calculation puts the HOMO energy at -8.6 eV. As for the SMILES: N/C=C/N.CCC.

#three
Density functional theory data (ωB97M-V/def2-TZVPD) for a structure of composition C5H14N2.

Structure (XYZ):
```
21
Properties=species:S:1:pos:R:3
C 0.1794 -0.7732 0.2967
N -1.1417 -0.1162 0.3932
C -2.1201 -1.1998 0.5787
C -1.4948 0.6258 -0.8072
C 1.4411 0.1738 0.2001
C 1.2494 1.4540 0.7130
N 2.3949 -0.5101 -0.3269
H 0.2617 -1.3323 -0.6392
H 0.4074 -1.3153 1.2085
H -3.0148 -0.7224 0.9668
H -2.4214 -1.6428 -0.3788
H -1.7897 -1.9298 1.3006
H -1.4798 -0.0307 -1.6876
H -0.7473 1.3964 -0.9741
H -2.4434 1.1370 -0.6923
H 0.0041 1.1398 -3.3660
H 2.0879 2.1123 0.8379
H 0.9042 1.2993 -0.4848
H 0.5041 1.4834 1.4973
H 3.3005 -0.2346 0.0588
H 0.7312 1.2641 -3.4148
```

The multiplicity is 1. The value obtained for the LUMO energy is 1.0 eV. The calculation puts the HOMO energy at -8.8 eV.

Preferred: #two; penalty for the next structure: 56.5 kcal/mol.

#one
Density functional theory data (ωB97M-V/def2-TZVPD) for an isolated molecule of C5H14N2.

Structure (XYZ):
```
21
Properties=species:S:1:pos:R:3
C 1.6765 2.5140 -0.4817
N 1.5515 1.2218 -1.1135
C 0.3222 0.5130 -0.8732
C 0.0519 0.1324 0.5880
N -1.0257 -0.8712 0.8197
C -1.9552 -1.0564 -0.2956
C -0.5304 -2.1695 1.2701
H 2.1845 2.5138 0.4863
H 2.0938 3.2658 -1.1437
H 0.6897 2.8748 -0.1900
H 2.3715 0.6403 -1.0881
H -0.5210 1.0920 -1.2517
H 0.2901 -0.4202 -1.4466
H -0.3093 0.9876 1.1545
H 0.9639 -0.2139 1.0846
H -2.4991 -0.1590 -0.5600
H -2.6813 -1.8094 0.0211
H -1.4592 -1.4964 -1.1657
H -0.6801 -2.9523 0.5151
H 0.5315 -2.1198 1.5016
H -1.0656 -2.4874 2.1688
```

The multiplicity is 1. The value obtained for the LUMO energy is 1.1 eV. The calculation puts the HOMO energy at -7.8 eV. As for the SMILES: CNCCN(C)C.

#two
Density functional theory data (ωB97M-V/def2-TZVPD) for a cluster of 2 separate species, C5H14N2 in total.

Structure (XYZ):
```
21
Properties=species:S:1:pos:R:3
N 0.4963 3.1415 1.5997
C -0.3736 2.4053 0.6446
C 0.4167 2.4007 -0.6776
C -0.5177 0.9032 1.1101
N -0.9792 0.1988 0.0332
C 0.6913 -3.2778 -0.5640
C -0.5596 -3.3887 -1.4490
H -0.0895 3.6641 2.2294
H 1.0130 2.4782 2.1551
H -1.3384 2.8780 0.5091
H -0.1695 1.8548 -1.4432
H 1.3092 1.7888 -0.6106
H 0.4893 3.4259 -1.0218
H 0.4370 0.5903 1.5670
H -1.2948 0.9366 1.8968
H 1.1465 -4.2623 -0.4396
H 1.4980 -2.6764 -0.9908
H 0.4597 -2.8413 0.4055
H -0.9181 -2.4208 -1.7991
H -0.3402 -4.0169 -2.3085
H -1.3765 -3.7821 -0.8461
```

The multiplicity is 1. The value obtained for the LUMO energy is -1.3 eV. The calculation puts the HOMO energy at -8.5 eV.

#three
Density functional theory data (ωB97M-V/def2-TZVPD) for an isolated molecule of C5H14N2.

Structure (XYZ):
```
21
Properties=species:S:1:pos:R:3
C -0.2036 0.3748 -3.1812
C 0.2347 -0.3293 -1.8755
N -0.4042 0.3281 -0.7344
C 0.2067 -0.1277 0.5410
C 0.2655 -1.6154 0.8221
C -0.5151 0.6451 1.6445
N 0.3892 0.7324 2.8538
H 0.5885 0.4366 -3.9243
H -1.0846 -0.1446 -3.5577
H -0.4520 1.4068 -2.9348
H 1.3191 -0.2650 -1.7854
H -0.0396 -1.3851 -1.9389
H -1.3907 0.1200 -0.7293
H 1.1988 0.3331 0.5472
H 0.8860 -2.1755 0.1239
H -0.7491 -2.0222 0.8584
H 0.6745 -1.7778 1.8219
H -1.4178 0.1405 1.9753
H -0.5273 1.6602 1.2579
H 0.0826 1.4892 3.4562
H 1.2711 1.0751 2.4828
```

The multiplicity is 1. The value obtained for the LUMO energy is 1.2 eV. The calculation puts the HOMO energy at -8.9 eV. As for the SMILES: CCN[C@H](C)CN.

Preferred: #three; penalty for the next structure: 18.7 kcal/mol.